[1]
{
  "formula": "CH6N3S2",
  "method": "wB97M-V/def2-TZVPD",
  "elements": ["S", "S", "N", "N", "N", "C", "H", "H", "H", "H", "H", "H"],
  "xyz": [[0.066, 0.746, -2.743], [3.242, -0.894, 2.478], [-0.218, -0.675, 0.626], [1.750, -0.393, 1.977], [-0.953, 0.611, -1.294], [0.818, -0.766, 1.329], [1.129, 0.646, -1.972], [-0.342, -0.030, -0.311], [3.415, -0.157, 3.603], [-0.981, -1.230, 0.950], [-1.736, 0.041, -1.371], [-1.364, 1.475, -0.918]],
  "orbital_gap_ev": 9.8,
  "de_lowest_ev": 2.042,
  "charge": 1,
  "homo_energy_ev": -13.65,
  "e_tot_ha": -1002.0076
}


[2]
{
  "formula": "CH6N4O",
  "method": "wB97M-V/def2-TZVPD",
  "elements": ["O", "N", "N", "N", "N", "C", "H", "H", "H", "H", "H", "H"],
  "xyz": [[0.442, 0.342, 1.006], [1.740, -0.948, -1.710], [1.484, 0.452, 1.979], [-2.298, 0.514, 0.818], [-2.004, 0.189, -0.291], [0.769, -0.956, -2.304], [2.073, 1.226, 1.663], [-0.123, -0.979, -2.874], [-1.015, -0.021, -0.584], [2.033, -0.405, 1.882], [-2.706, 0.088, -1.075], [-0.396, 0.498, 1.490]],
  "orbital_gap_ev": 9.0,
  "de_lowest_ev": 5.769,
  "charge": 0,
  "homo_energy_ev": -8.51,
  "e_tot_ha": -335.7846
}


[3]
{
  "formula": "CH6N4O2",
  "method": "wB97M-V/def2-TZVPD",
  "elements": ["O", "O", "N", "N", "N", "N", "C", "H", "H", "H", "H", "H", "H"],
  "xyz": [[-1.575, -1.335, 0.432], [0.975, -1.130, 0.276], [-1.879, -0.105, 0.695], [-1.059, 0.806, 0.807], [2.320, 0.651, -0.027], [0.249, 1.048, 0.698], [1.147, 0.070, 0.258], [2.743, 1.501, 0.277], [-1.864, -1.209, -2.486], [3.114, 0.101, -0.437], [-0.549, -1.470, 0.426], [-1.427, 1.796, 1.023], [-2.193, -0.724, -1.939]],
  "orbital_gap_ev": 9.5,
  "de_lowest_ev": 3.738,
  "charge": 0,
  "homo_energy_ev": -8.77,
  "e_tot_ha": -411.0512
}


[4]
{
  "formula": "CH6N4O2S",
  "method": "wB97M-V/def2-TZVPD",
  "elements": ["S", "O", "O", "N", "N", "N", "N", "C", "H", "H", "H", "H", "H", "H"],
  "xyz": [[0.035, 0.577, -0.389], [-1.033, 1.027, -1.203], [1.554, 1.188, -0.805], [-3.064, -1.265, 0.626], [-3.355, -0.222, 0.356], [-0.014, 1.588, 1.047], [1.185, -1.851, 0.202], [0.387, -1.104, -0.671], [0.972, 1.941, 0.892], [-0.617, -1.492, -0.793], [0.837, -2.257, 0.969], [1.941, -1.232, 0.449], [1.891, 0.706, -1.520], [-0.719, 2.395, 0.840]],
  "smiles": "NC=[S@](N)(=O)O.N#N",
  "orbital_gap_ev": 8.4,
  "de_lowest_ev": 1.530,
  "charge": 0,
  "homo_energy_ev": -7.99,
  "e_tot_ha": -809.2913
}


[5]
{
  "formula": "CH6N4O3P",
  "method": "wB97M-V/def2-TZVPD",
  "elements": ["P", "O", "O", "O", "N", "N", "N", "N", "C", "H", "H", "H", "H", "H", "H"],
  "xyz": [[0.654, 0.615, 1.249], [1.508, 2.111, 1.526], [1.294, -0.364, 2.177], [-0.783, 0.866, 1.354], [-1.681, -0.940, -1.760], [0.177, 0.395, -1.370], [1.195, 0.470, -0.477], [-0.418, -1.438, 0.041], [-0.599, -0.530, -0.973], [1.863, 1.238, -0.581], [-2.560, -1.048, -1.284], [0.206, -1.135, 0.854], [-1.886, -0.258, -2.589], [2.363, 1.738, 1.386], [-1.334, -1.720, 0.447]],
  "orbital_gap_ev": 7.9,
  "de_lowest_ev": 1.004,
  "charge": -1,
  "homo_energy_ev": -3.81,
  "e_tot_ha": -827.9264
}


[6]
{
  "formula": "CH6N4S",
  "method": "wB97M-V/def2-TZVPD",
  "elements": ["S", "N", "N", "N", "N", "C", "H", "H", "H", "H", "H", "H"],
  "xyz": [[-0.020, 2.318, -0.433], [1.162, 0.665, 1.878], [-0.674, -0.154, -1.125], [0.487, 0.020, 0.826], [-0.711, -1.522, -0.960], [-0.054, 0.655, -0.211], [-1.666, -1.856, -0.927], [-1.078, 0.293, -1.916], [1.926, 1.221, 1.451], [0.420, -0.990, 0.904], [0.486, 1.343, 2.278], [-0.278, -1.993, -1.765]],
  "smiles": "NNC(=S)NN",
  "orbital_gap_ev": 9.0,
  "de_lowest_ev": 0.000,
  "charge": 0,
  "homo_energy_ev": -8.28,
  "e_tot_ha": -658.8713
}


[7]
{
  "formula": "CH6N6",
  "method": "wB97M-V/def2-TZVPD",
  "elements": ["N", "N", "N", "N", "N", "N", "C", "H", "H", "H", "H", "H", "H"],
  "xyz": [[-1.056, -1.234, 1.794], [1.458, 0.754, 0.670], [0.760, -0.143, -1.425], [-1.692, 0.711, -0.789], [-0.007, -1.758, 1.606], [-0.927, 0.881, 0.173], [0.598, 0.311, -0.151], [0.660, -1.134, 0.952], [2.420, 0.729, 0.337], [-2.554, 1.265, -0.658], [-1.138, -0.237, 1.394], [-0.093, -0.284, -1.952], [1.570, 0.139, -1.953]],
  "smiles": "[H]/N=N/C(N)=N/[H].[H]/N=N\\[H]",
  "orbital_gap_ev": 7.9,
  "de_lowest_ev": 2.577,
  "charge": 0,
  "homo_energy_ev": -8.29,
  "e_tot_ha": -370.0760
}


[8]
{
  "formula": "CH6NO",
  "method": "wB97M-V/def2-TZVPD",
  "elements": ["O", "N", "C", "H", "H", "H", "H", "H", "H"],
  "xyz": [[1.272, 0.100, -1.558], [-0.706, 0.556, 0.350], [-0.792, -0.387, 1.351], [0.147, -0.849, 1.615], [-1.565, 0.962, 0.022], [0.056, 0.575, -0.322], [-1.633, -0.315, 2.019], [2.224, 0.153, -1.668], [0.996, -0.794, -1.811]],
  "s2": 0.7532,
  "orbital_gap_ev": [6.5, 11.0],
  "de_lowest_ev": 0.000,
  "charge": 0,
  "spin_multiplicity": 2,
  "homo_energy_ev": [-5.76, -10.31],
  "e_tot_ha": -171.6231
}


[9]
{
  "formula": "CH6NO",
  "method": "wB97M-V/def2-TZVPD",
  "elements": ["O", "N", "C", "H", "H", "H", "H", "H", "H"],
  "xyz": [[-0.720, -1.282, -0.663], [-0.248, 0.694, 0.710], [0.417, -0.113, -0.356], [-1.301, 0.860, 0.432], [0.273, 1.605, 0.561], [-0.325, -2.048, -0.966], [1.391, -0.488, -0.127], [0.449, 0.550, -1.174], [0.065, 0.223, 1.582]],
  "smiles": "[NH3+]CO",
  "orbital_gap_ev": 12.0,
  "de_lowest_ev": 1.599,
  "charge": 1,
  "homo_energy_ev": -16.35,
  "e_tot_ha": -171.3682
}


[10]
{
  "formula": "CH6NO2",
  "method": "wB97M-V/def2-TZVPD",
  "elements": ["O", "O", "N", "C", "H", "H", "H", "H", "H", "H"],
  "xyz": [[-0.207, 2.580, 0.621], [0.193, -1.424, -1.509], [-0.452, -0.091, 0.400], [0.300, -1.184, -0.041], [-0.213, -0.581, -1.754], [0.744, 2.669, 0.781], [-1.433, -0.371, 0.431], [-0.318, 1.561, 0.501], [1.367, -1.008, 0.155], [0.020, -2.151, 0.414]],
  "orbital_gap_ev": 7.4,
  "de_lowest_ev": 0.596,
  "charge": -1,
  "homo_energy_ev": -2.69,
  "e_tot_ha": -246.9273
}


[11]
{
  "formula": "CH6NO2",
  "method": "wB97M-V/def2-TZVPD",
  "elements": ["O", "O", "N", "C", "H", "H", "H", "H", "H", "H"],
  "xyz": [[-0.499, 1.445, 0.710], [1.102, -0.032, 0.992], [-0.491, -0.506, -1.513], [0.239, 0.906, 1.467], [0.293, 0.955, 2.657], [1.380, -0.684, 1.685], [-1.063, -0.133, -0.689], [-0.667, 0.127, -2.252], [-0.932, -1.377, -1.704], [0.637, -0.701, -1.354]],
  "orbital_gap_ev": 11.3,
  "de_lowest_ev": 0.960,
  "charge": 1,
  "homo_energy_ev": -15.50,
  "e_tot_ha": -246.6685
}


[12]
{
  "formula": "CH6NO2P",
  "method": "wB97M-V/def2-TZVPD",
  "elements": ["P", "O", "O", "N", "C", "H", "H", "H", "H", "H", "H"],
  "xyz": [[-1.090, 0.121, 0.468], [-1.595, -0.750, -0.757], [-1.703, 1.444, 0.334], [1.160, 0.328, -0.750], [0.656, -0.296, 0.416], [-1.387, -0.700, 1.707], [-1.046, -0.288, -1.475], [2.159, 0.140, -0.833], [0.583, -1.347, 0.344], [1.119, 1.302, -0.824], [1.143, 0.048, 1.370]],
  "smiles": "NC[P@@H](=O)O",
  "orbital_gap_ev": 11.1,
  "de_lowest_ev": 1.187,
  "charge": 0,
  "homo_energy_ev": -10.36,
  "e_tot_ha": -588.3089
}